No. 1
ORCA calculation (wB97M-V/def2-TZVPD) on a 2-piece molecular cluster, C9H14O overall at a distorted geometry.

```
! wB97M-V def2-TZVPD RIJCOSX def2/J DEFGRID3
* xyz 1 2
H 2.327 3.448 -1.264
C -0.451 -1.577 -0.678
H 2.371 1.153 0.721
H 0.988 -1.471 2.486
H 3.092 0.679 -0.704
H 1.083 2.351 -1.803
H -0.001 -2.046 -1.557
C 0.193 -1.307 1.768
C 1.799 2.532 -1.016
H 1.527 -1.426 0.045
C -2.077 -1.418 1.078
C -1.165 -1.388 2.133
H 1.263 3.724 0.514
H -3.119 -1.486 1.369
H 3.521 2.251 0.047
H -3.140 -0.141 -1.160
C -2.819 -1.192 -1.343
C -1.745 -1.403 -0.346
C 2.687 1.594 -0.244
H -3.663 -1.913 -1.252
O 0.817 3.022 0.026
H -1.427 -1.365 3.175
H -2.554 -1.235 -2.395
C 0.492 -1.384 0.399
*
```

Computed properties:
DFT total energy in Ha: -426.1854
ΔE to the lowest compared entry with this formula, charge and spin in kcal per mole: 57.0
⟨S²⟩: 0.770
LUMO energy (alpha / beta) in eV: -4.4 / -8.2


No. 2
ORCA calculation (wB97M-V/def2-TZVPD) on a 2-piece molecular cluster, C4H4N2 overall at a distorted geometry.

```
! wB97M-V def2-TZVPD RIJCOSX def2/J DEFGRID3
* xyz 0 1
C -0.893 -0.555 -0.029
N -0.830 2.058 0.053
C 0.186 1.484 -0.108
H -1.567 0.775 0.443
H -1.350 -0.308 -0.974
C 1.646 -0.655 -0.274
N 2.540 -1.267 -0.678
C 0.489 0.072 0.256
H 0.616 0.167 1.340
H -0.800 -1.688 -0.018
*
```

Computed properties:
DFT total energy in Ha: -264.1529
ΔE to the lowest compared entry with this formula, charge and spin in kcal per mole: 108.9
LUMO energy in eV: -1.0


No. 3
ORCA calculation (wB97M-V/def2-TZVPD) on C11H11Cl2InO3PY as an isolated structure at a distorted geometry.

```
! wB97M-V def2-TZVPD RIJCOSX def2/J DEFGRID3
* xyz 4 1
H 2.856 -0.382 4.341
H -2.215 -2.176 1.282
C -0.219 0.303 2.999
H -1.385 2.393 -0.034
H -1.828 1.891 1.580
C 1.177 -0.920 1.425
C 0.831 0.279 3.922
Cl 2.431 -1.942 -3.496
C -0.025 -0.257 1.724
C -2.626 -1.180 1.062
In 2.655 -0.670 -5.471
P -1.282 -0.133 0.420
H 0.715 0.779 4.884
C -1.958 1.602 0.537
H 3.109 -1.507 2.130
C 2.185 -0.988 2.379
Y -1.200 1.152 -1.883
C 1.099 -2.252 -6.421
C 2.035 -0.365 3.624
H -3.054 -0.763 1.986
H -3.407 -1.278 0.293
C 0.940 1.130 -1.072
Cl -1.046 3.529 -2.419
H 1.316 -1.368 0.430
H -1.165 0.793 3.271
C 0.839 0.950 -5.255
O -0.024 1.519 -5.761
H -3.026 1.666 0.278
O 0.279 -3.016 -6.173
O 1.993 1.211 -0.581
*
```

Computed properties:
DFT total energy in Ha: -2139.9697
ΔE to the lowest compared entry with this formula, charge and spin in kcal per mole: 1.1
LUMO energy (alpha / beta) in eV: -15.3 / -16.9


No. 4
ORCA calculation (wB97M-V/def2-TZVPD) on a 7-piece molecular cluster, C21H54O19P4 overall at a distorted geometry.

```
! wB97M-V def2-TZVPD RIJCOSX def2/J DEFGRID3
* xyz 0 1
C -4.387 0.985 0.371
H 0.284 -1.734 -3.633
C -3.512 3.707 -2.150
O -0.450 4.345 -4.136
H -3.361 4.158 -3.103
C 3.135 -2.629 -0.259
H -4.734 0.648 1.429
C 5.218 3.766 -0.106
H 0.956 -5.697 -3.012
H 1.965 -6.980 -0.034
O 3.098 0.520 -1.203
O -1.304 -0.349 -1.041
O -2.673 1.126 5.511
H 0.724 -2.506 -2.116
O -3.226 1.721 3.260
H -3.676 -3.799 1.063
O -2.552 -2.194 0.226
C 1.919 -4.992 -3.006
H 0.425 -0.443 0.047
H -3.513 1.668 0.507
O 4.489 2.765 -0.982
O 2.023 2.517 -0.388
C -3.537 -2.720 1.181
O 2.226 -3.221 -4.643
H -3.265 3.846 3.673
H -0.850 4.947 -1.210
H 5.955 3.089 0.458
H -1.884 3.401 3.112
C -3.972 -1.215 4.638
O -2.798 -0.780 3.994
H -0.458 -3.031 -3.106
H 2.982 -0.437 1.567
C 3.304 0.498 -2.583
H 1.710 4.239 -5.441
H 2.505 -5.518 -3.755
O -3.399 4.992 -0.202
O 2.019 -2.993 0.551
H -0.470 1.193 -5.537
C -2.848 3.075 3.083
H -0.032 -0.412 5.375
H -1.860 2.195 -4.718
H 5.889 4.407 -0.657
H 2.307 3.128 -4.318
H 2.986 -0.471 -2.912
C 1.550 -3.674 -3.671
C 1.470 3.375 -5.011
H -0.788 3.334 -0.902
H -3.220 2.726 -2.245
C 1.263 -6.177 0.567
H 0.595 -5.653 -0.191
P 3.268 1.876 -0.341
H -5.265 1.424 -0.146
O 3.546 1.518 1.159
H 2.991 0.580 2.801
C -1.317 4.146 -0.671
C 0.058 -0.067 -0.888
H 0.377 -1.621 1.998
H -0.056 1.199 6.024
H 2.884 -2.289 -1.184
H 1.738 0.938 1.912
C 0.493 -2.715 -3.133
H -4.627 3.851 -2.058
H -4.361 -1.951 1.010
C 0.091 3.317 -4.485
H -3.375 3.614 2.323
C -0.659 1.994 -4.675
O -0.811 0.936 4.046
P -2.320 0.767 4.123
H 3.807 -3.423 -0.320
H 2.156 -4.994 -1.997
H 1.127 -2.032 3.480
P 2.142 -3.928 1.831
H -1.138 4.215 0.444
O 3.238 -3.465 2.633
O 0.716 -3.659 2.497
H -4.704 -0.835 3.931
C -0.026 0.601 5.080
H -3.939 -1.099 5.702
H 3.572 -1.770 0.131
H 1.669 2.992 -5.999
H 0.510 -0.292 -1.871
C 2.812 0.543 1.901
H 0.806 -6.615 1.174
H -3.015 -2.402 2.198
O 2.288 -5.391 1.162
H 2.854 1.094 -3.280
C -2.810 4.251 -0.910
H 4.381 4.305 0.590
H 4.501 0.385 -2.738
O -2.027 -0.148 1.410
P -2.443 -0.657 0.065
H -0.688 -2.270 3.388
H -3.952 -2.453 4.667
H 1.051 0.957 4.638
H -0.336 1.230 -3.920
H 0.193 1.009 -0.539
C 0.247 -2.324 2.885
O -3.879 -0.102 -0.381
*
```

Computed properties:
DFT total energy in Ha: -3627.4082
ΔE to the lowest compared entry with this formula, charge and spin in kcal per mole: 28.7
LUMO energy in eV: 0.4
SMILES: COP(=O)(OC)OC.COP(=O)(OC)OC.COP(=O)(OC)OC.COP(=O)(OC)OC.CC(C)=O.CC(C)=O.CC(C)=O


Q: Look up the DFT total energy of the fourth one.
A: -3627.4082 Ha


Q: Among the records above, which one has the lowest DFT total energy?
A: C21H54O19P4


Q: Among the records above, which one has the highest DFT total energy?
A: C4H4N2